C6H6IN3 | ωB97M-V/def2-TZVPD

Computed properties:
* spin multiplicity: 1
* LUMO level (alpha / beta): -1.31 / -1.31 eV
* Kohn-Sham gap (alpha / beta): 6.6387 / 6.6375 eV
* total charge: 0

Each line ends with the natural charge from an NBO analysis.
CARTESIAN COORDINATES (ANGSTROEM)
C: 1.4267 0.3932 2.4763  0.1389
C: 1.0957 0.1879 1.2158  0.1127
C: -1.0262 1.3689 0.6381  -0.2960
C: -1.0243 0.6515 -0.5528  0.0214
C: -2.0176 0.5407 -1.6543  -0.6291
C: 1.8474 -1.5727 -0.1947  -0.4022
N: 1.7929 0.7202 3.5221  -0.2718
N: -0.0485 -0.3116 -0.7912  -0.3328
N: 0.8662 -0.5506 0.1600  -0.0856
I: -2.0777 2.6935 1.6413  0.3590
H: -2.6473 1.5419 -1.6591  0.2247
H: -1.5575 0.1565 -2.5384  0.2496
H: -2.6212 -0.2888 -1.2702  0.2343
H: 1.2112 -2.2744 -0.7290  0.2324
H: 2.6581 -1.2070 -0.9116  0.2333
H: 2.1221 -2.0492 0.6478  0.2112

C3H5NO3 | ωB97M-V/def2-TZVPD

Computed properties:
* spin multiplicity: 1
* LUMO level: 0.45 eV
* structure (SMILES): O=CNCC(=O)O
* Kohn-Sham gap: 10.7462 eV
* total charge: 0

Each line ends with the natural charge from an NBO analysis.
CARTESIAN COORDINATES (ANGSTROEM)
O: 2.8084 0.3044 -1.1422  -0.5422
C: 1.8352 -0.3242 -0.7159  0.5208
N: 0.9098 0.2774 0.2025  -0.6352
C: -0.3013 -0.4573 0.4866  -0.3475
C: -1.5544 0.1299 -0.0071  0.7638
O: -2.6377 -0.4690 0.0054  -0.5767
O: -1.4127 1.4275 -0.4357  -0.6704
H: 1.7220 -1.4244 -0.9540  0.1162
H: 1.4763 0.5792 0.9827  0.4054
H: -0.5450 -0.3954 1.5486  0.2411
H: -0.0511 -1.4654 0.1254  0.2268
H: -2.2497 1.8172 -0.0962  0.4978

For each record above, in turn, the calculated relative energy (zero: lowest compared OMol25 entry of this formula, charge and spin) values are 115.75 39.10 kcal per mole.